# 1
# C3H10N2O

C3H10N2O in the gas phase in a non-equilibrium geometry (ωB97M-V with the def2-TZVPD basis set, the OMol25 dataset).

Atoms and positions in Å:
N1 0.2899 0.6485 2.2654
C1 -0.7158 0.5842 1.2201
C2 -0.4395 -0.2401 -0.0894
N2 -1.5342 -0.2565 -0.9664
C3 0.8906 0.2133 -0.7864
O1 1.4025 -0.7887 -1.7204
H1 0.4820 -0.0471 2.8869
H2 1.1301 1.0519 1.9929
H3 -0.6070 1.6003 0.9466
H4 -1.7433 0.3927 1.5925
H5 -0.2753 -1.2505 0.4241
H6 -1.1153 -0.5747 -1.8208
H7 -2.3261 -1.0116 -0.8390
H8 0.8805 1.1883 -1.2724
H9 1.6009 0.4549 -0.0555
H10 1.0526 -1.5828 -1.2505

Output
**E_LUMO**: 0.03302 hartree
**Structure (SMILES)**: NC[C@@H](N)CO
**Kohn-Sham gap**: 9.78 eV
**HOMO**: -8.877 eV

=====

# 2
# C3H10N2O

A 2-piece molecular cluster, C3H10N2O overall in a non-equilibrium geometry (ωB97M-V with the def2-TZVPD basis set, the OMol25 dataset).

Atoms and positions in Å:
C1 -1.1513 -0.8588 1.0613
C2 -1.6106 -0.3283 -0.2390
N1 -0.5701 0.0016 -1.1557
H1 -0.3392 -1.5908 0.9109
H2 -1.9864 -1.4006 1.5608
H3 -0.8308 -0.0043 1.7791
H4 -2.5338 0.3488 -0.0857
H5 -2.3109 -1.1271 -0.5616
H6 -0.5880 0.9892 -1.3451
H7 -0.7989 -0.4754 -2.0320
C3 2.2688 1.2043 0.4436
N2 1.9877 0.3580 -0.6296
O1 1.6687 2.2723 0.6404
H8 3.2212 0.9654 0.8477
H9 0.9647 0.1194 -0.7153
H10 2.6088 -0.4736 -0.4798

Output
**Charge**: +1
**E_LUMO (alpha / beta)**: -0.18496 / -0.34799 hartree
**2S+1**: 2
**Kohn-Sham gap (alpha / beta)**: 9.75 / 5.25 eV
**HOMO (alpha / beta)**: -14.779 / -14.719 eV

=====

# 3
# C3H10N2O2

A 2-piece molecular cluster, C3H10N2O2 overall in a non-equilibrium geometry (ωB97M-V with the def2-TZVPD basis set, the OMol25 dataset).

Atoms and positions in Å:
N1 -0.6294 -0.5426 1.7127
C1 0.3231 -1.1099 0.7260
C2 1.6881 -0.5767 1.1443
C3 -0.0103 -0.2956 -0.6816
N2 0.0980 -0.9302 -1.8681
O1 -0.2826 0.8795 -0.5688
H1 -1.6057 -0.6160 1.3085
H2 -0.5473 0.4236 1.9646
H3 0.1057 -2.2020 0.6055
H4 1.6332 0.5704 1.1011
H5 2.6932 -0.8271 0.6808
H6 1.9624 -0.6156 2.2482
H7 0.0799 -0.5785 -2.8732
H8 0.1342 -1.9424 -1.9385
H9 -1.1289 2.7225 -1.4021
H10 -2.4465 2.6023 -0.6549
O2 -2.0669 3.0383 -1.5045

Output
**Charge**: -1
**E_LUMO (alpha / beta)**: 0.14575 / 0.13883 hartree
**2S+1**: 2
**Kohn-Sham gap (alpha / beta)**: 3.04 / 9.60 eV
**HOMO (alpha / beta)**: 0.921 / -5.818 eV

=====

# 4
# C3H10N2O2

C3H10N2O2 as an isolated structure in a non-equilibrium geometry (ωB97M-V with the def2-TZVPD basis set, the OMol25 dataset).

Atoms and positions in Å:
C1 -0.3554 1.2054 0.2430
N1 -1.3185 1.2295 1.3164
O1 -0.7116 2.1162 -0.7809
H1 -0.1468 1.8946 -1.5413
H2 -2.2504 1.1438 0.9184
H3 -1.2957 2.1338 1.7833
H4 0.6171 1.4917 0.6561
H5 -0.8189 -0.0050 -0.1931
C2 1.6286 -1.1889 0.3447
C3 0.7067 -0.8038 -0.7754
N2 -0.6798 -1.3964 -0.6110
O2 1.0255 -0.3768 -1.8724
H6 -1.1295 -1.5697 -1.5020
H7 -0.8638 -2.0276 0.1618
H8 2.3811 -0.4091 0.4622
H9 1.1004 -1.2980 1.2933
H10 2.1109 -2.1397 0.0969

Output
**E_LUMO**: 0.02823 hartree
**Kohn-Sham gap**: 8.75 eV
**HOMO**: -7.978 eV

=====

# 5
# C3H10N2O2

A 2-piece molecular cluster, C3H10N2O2 overall in a non-equilibrium geometry (ωB97M-V with the def2-TZVPD basis set, the OMol25 dataset).

Atoms and positions in Å:
N1 0.7252 -1.7465 -0.6705
C1 -0.2354 -1.2305 0.3660
C2 0.1781 -0.1435 1.3311
N2 1.2422 0.6928 0.6407
C3 2.5316 0.8110 1.0903
O1 2.9666 0.3998 2.1774
H1 0.0812 -2.2563 -1.3685
H2 0.7853 -0.8234 -1.0518
H3 -1.1073 -0.8537 -0.2299
H4 -0.6392 -2.1145 0.9359
H5 0.8016 -0.5483 2.1260
H6 -0.6325 0.6181 1.5899
H7 0.8796 1.5552 0.1760
H8 3.2136 1.3725 0.4737
O2 -3.6406 1.4875 -2.1299
H9 -2.9439 1.8073 -2.7031
H10 -4.2061 0.9723 -2.7533

Output
**E_LUMO**: 0.01350 hartree
**Structure (SMILES)**: NCCNC=O.O
**Kohn-Sham gap**: 10.13 eV
**HOMO**: -9.761 eV

=====

# 6
# C3H10N2O2

C3H10N2O2 as an isolated structure in a non-equilibrium geometry (ωB97M-V with the def2-TZVPD basis set, the OMol25 dataset).

Atoms and positions in Å:
C1 0.6351 1.4848 0.2873
C2 -0.7986 -0.0933 -1.0660
C3 0.1625 0.0935 0.0637
N1 -1.2393 -1.7625 1.2287
N2 -0.3599 -0.5382 1.2166
O1 -0.4553 0.9200 -2.0401
O2 1.7527 -0.5982 -0.3620
H1 -0.1599 2.2318 0.1641
H2 1.1795 1.5620 1.1889
H3 1.3505 1.7496 -0.4704
H4 -1.8479 0.2820 -0.8042
H5 -0.8505 -1.0985 -1.5398
H6 -1.0563 -2.2782 0.3395
H7 -0.8748 -2.3397 2.0004
H8 -0.0953 -0.3296 2.1666
H9 0.4254 0.5783 -2.3777
H10 2.2322 0.1361 0.0046

Output
**E_LUMO**: 0.03179 hartree
**Kohn-Sham gap**: 9.31 eV
**HOMO**: -8.443 eV

=====

Quick rundown of ΔE to the lowest compared entry with this formula, charge and spin, same order as above: 52.3 73.3 26.9 80.8 54.4 96.2 kcal per mole
Quick rundown of energy, same order as above: -304.99130 -304.66838 -380.24014 -380.20798 -380.24995 -380.18340 a.u.